This record from OMol25 describes C60H46BrCrN3OP3S2Si as an isolated structure in a non-equilibrium geometry. The level of theory is wB97M-V/def2-TZVPD.

Last column: Mulliken charge in e.
Element x y z (Å)
Cr: -19.693 8.444 2.788  -3.1540
C: -16.628 13.190 -0.233  -0.9205
C: -16.856 13.226 1.152  -0.4089
C: -16.997 12.059 1.860  -0.2752
C: -16.925 10.820 1.197  0.4584
C: -16.732 10.793 -0.167  -1.1856
C: -16.585 11.963 -0.909  -0.6830
P: -17.260 9.224 2.034  3.2978
C: -16.364 8.085 0.862  -1.1200
C: -17.318 7.242 0.088  1.7220
C: -16.738 6.084 -0.772  0.1986
C: -15.225 5.927 -0.720  -1.3957
C: -14.487 6.787 -0.016  -0.9919
C: -15.056 7.808 0.844  -0.1469
C: -16.115 9.156 3.438  0.1596
C: -14.904 9.856 3.469  -0.9994
C: -13.959 9.488 4.415  -0.8615
C: -14.224 8.494 5.356  -1.0063
C: -15.464 7.859 5.355  -0.5803
C: -16.437 8.187 4.425  0.4651
Si: -18.260 7.684 4.522  2.1436
C: -19.001 5.968 4.411  -0.4569
C: -18.898 4.803 3.743  0.1203
C: -20.055 3.982 3.416  -0.9620
C: -21.322 4.455 3.221  -1.2915
C: -21.702 5.842 3.181  -0.9987
C: -20.959 6.821 3.775  -0.0018
P: -21.159 9.453 1.052  2.0603
C: -21.312 11.255 0.775  0.3852
C: -22.251 11.744 -0.137  -0.6220
C: -22.350 13.096 -0.361  -0.8447
C: -21.556 14.012 0.334  -0.7599
C: -20.596 13.530 1.208  -0.6643
C: -20.486 12.155 1.422  0.9021
C: -21.070 8.815 -0.705  0.9920
C: -21.946 7.815 -1.147  -0.9257
C: -21.781 7.299 -2.430  -0.7780
C: -20.786 7.804 -3.259  -0.7318
C: -19.958 8.820 -2.818  -0.4714
C: -20.076 9.310 -1.524  -0.6264
C: -18.763 8.322 6.196  0.2062
C: -18.139 7.972 7.396  -0.6232
C: -18.529 8.588 8.578  -0.8490
C: -19.536 9.551 8.563  -1.0400
C: -20.141 9.927 7.373  -0.0778
C: -19.789 9.268 6.186  -0.3731
P: -20.372 9.852 4.528  3.7042
C: -19.830 11.629 4.706  1.1456
C: -20.661 12.763 4.887  -0.2865
C: -20.108 13.998 5.226  -0.8278
C: -18.739 14.132 5.369  -0.8212
C: -17.907 13.042 5.181  -0.2509
C: -18.478 11.792 4.855  -1.0097
C: -22.157 9.961 4.810  -0.1557
C: -22.953 10.735 3.799  0.2967
C: -24.447 11.057 4.100  0.0456
C: -24.965 10.455 5.374  -1.5140
C: -24.226 9.638 6.122  -0.7425
C: -22.803 9.386 5.843  -0.1752
H: -16.386 14.077 -0.802  0.4035
H: -16.868 14.172 1.686  0.5145
H: -17.170 12.174 2.933  -0.1339
H: -16.616 9.842 -0.684  0.3787
H: -16.348 11.905 -1.957  0.5185
H: -18.114 7.776 -0.440  -0.6027
H: -17.058 6.100 -1.838  0.6168
H: -14.809 5.164 -1.357  0.5083
H: -13.421 6.677 -0.098  0.4257
H: -14.388 8.338 1.492  0.5806
H: -14.642 10.585 2.733  0.6850
H: -12.982 9.918 4.363  0.4597
H: -13.444 8.164 6.026  0.3991
H: -15.656 7.073 6.089  0.3886
H: -17.956 4.485 3.338  0.5674
H: -19.857 2.942 3.193  0.4501
H: -22.043 3.719 2.893  0.4924
H: -22.487 6.142 2.512  0.8499
H: -22.924 11.067 -0.637  0.4884
H: -23.062 13.413 -1.124  0.4072
H: -21.633 15.090 0.129  0.3953
H: -19.936 14.236 1.741  0.4471
H: -19.775 11.835 2.157  -0.4088
H: -22.802 7.465 -0.560  0.4118
H: -22.435 6.531 -2.824  0.4964
H: -20.712 7.438 -4.288  0.3768
H: -19.180 9.196 -3.453  0.4986
H: -19.421 10.093 -1.151  0.3291
H: -17.319 7.240 7.386  0.2377
H: -18.026 8.357 9.514  0.4189
H: -19.763 10.054 9.523  0.3573
H: -20.863 10.760 7.359  0.5196
H: -21.737 12.703 4.768  0.2941
H: -20.749 14.854 5.372  0.4830
H: -18.302 15.075 5.694  0.3933
H: -16.854 13.138 5.364  0.6155
H: -17.789 10.953 4.851  0.5577
H: -22.410 11.585 3.376  0.0683
H: -24.742 12.088 3.961  0.5719
H: -25.997 10.665 5.606  0.4088
H: -24.653 9.161 7.018  0.4666
H: -22.302 8.770 6.560  0.4608
S: -23.200 8.985 1.325  -0.6917
C: -23.661 9.993 2.693  0.4432
N: -24.894 10.256 2.917  -0.9405
Br: -16.601 3.499 0.724  -0.1539
C: -17.610 5.105 0.050  0.0732
C: -18.826 4.615 -0.713  -1.2296
C: -19.997 5.114 -0.408  -1.6512
C: -20.190 6.099 0.700  -0.4366
N: -19.281 6.589 1.412  1.7254
C: -17.932 6.220 1.078  -2.1335
H: -18.682 3.871 -1.489  0.4942
H: -20.887 4.740 -0.916  0.5388
H: -21.175 6.453 0.876  0.7941
H: -17.375 6.164 2.027  0.6169
O: -21.891 6.408 6.966  -0.4855
S: -20.942 5.538 6.257  0.0800
N: -20.296 6.307 4.959  0.4665

Atoms 1-3, force components in eV/Å:
Cr -0.0206 -0.7684 -0.8000
C 0.1958 -0.5791 -0.2738
C 0.3700 0.4800 -0.8906

## Properties
Frontier orbital gap (spin up / spin down) ... 6.56 / 6.14 eV
Energy relative to the best compared isomer or geometry (same formula, charge and spin) ... 509.5 kJ/mol
Spin multiplicity ... 4
Strongest force on any atom ... 0.0368 hartree/bohr
⟨S²⟩ ... 3.84

=====

This record from OMol25 describes the molecule C16H28N4O2S in a non-equilibrium geometry. The level of theory is wB97M-V/def2-TZVPD.

Last column: natural (NBO) charge in e.
Element x y z (Å)
C: 3.651 1.436 -2.755  -0.6102
C: 3.887 1.660 -1.267  -0.3881
C: 3.350 0.500 -0.427  -0.4388
C: 1.867 0.438 -0.464  0.3377
N: 1.063 1.427 -0.723  -0.2976
N: -0.205 0.985 -0.641  -0.3539
C: -0.156 -0.283 -0.329  0.1772
S: -1.511 -1.346 -0.087  0.2591
C: -2.867 -0.261 -0.655  -0.6123
C: -3.925 -0.088 0.427  0.6665
O: -4.977 -0.696 0.337  -0.6337
N: -3.640 0.715 1.469  -0.4322
C: -2.499 1.588 1.625  -0.2276
C: -2.948 3.050 1.575  -0.4064
C: -4.002 3.317 2.646  -0.3982
C: -5.163 2.342 2.476  -0.4053
C: -4.643 0.906 2.499  -0.2247
N: 1.138 -0.694 -0.191  -0.3714
C: 1.591 -2.029 0.086  -0.2227
C: 1.629 -2.882 -1.186  -0.4407
C: 2.415 -4.173 -0.934  -0.0614
O: 3.756 -3.944 -0.563  -0.5415
C: 4.615 -3.628 -1.631  -0.2508
H: 4.139 0.522 -3.091  0.1909
H: 4.050 2.267 -3.330  0.2135
H: 2.586 1.361 -2.956  0.2187
H: 3.383 2.576 -0.957  0.2238
H: 4.956 1.768 -1.076  0.2006
H: 3.766 -0.444 -0.789  0.2075
H: 3.666 0.625 0.615  0.2277
H: -3.340 -0.776 -1.491  0.2542
H: -2.408 0.668 -0.985  0.2771
H: -2.045 1.380 2.603  0.1850
H: -1.749 1.415 0.856  0.2453
H: -3.368 3.258 0.589  0.1998
H: -2.081 3.695 1.717  0.2142
H: -3.557 3.184 3.636  0.1924
H: -4.359 4.346 2.575  0.2096
H: -5.659 2.524 1.521  0.2036
H: -5.897 2.475 3.272  0.2106
H: -4.188 0.689 3.472  0.1839
H: -5.450 0.195 2.313  0.2479
H: 2.592 -1.979 0.520  0.2307
H: 0.912 -2.479 0.815  0.2176
H: 0.615 -3.133 -1.498  0.2261
H: 2.099 -2.312 -1.990  0.2071
H: 2.371 -4.813 -1.826  0.1738
H: 1.971 -4.711 -0.093  0.1885
H: 4.596 -4.410 -2.399  0.1691
H: 5.615 -3.561 -1.208  0.1985
H: 4.361 -2.671 -2.101  0.1594

Atoms 1-3, force components in eV/Å:
C 0.0225 0.1037 0.1723
C -0.0341 -0.1703 -0.0912
C 0.1648 0.2254 0.0835

## Properties
Frontier orbital gap ... 9.07 eV
Energy relative to the best compared isomer or geometry (same formula, charge and spin) ... 56.6 kJ/mol
SMILES ... CCCc1nnc(SCC(=O)N2CCCCC2)n1CCCOC
Strongest force on any atom ... 0.0231 hartree/bohr

=====

This record from OMol25 describes the molecule C2H5OP in a non-equilibrium geometry. The level of theory is wB97M-V/def2-TZVPD.

Last column: natural (NBO) charge in e.
Element x y z (Å)
O: -1.270 -1.029 0.786  -1.0299
P: -0.845 -0.596 -0.696  1.0129
C: 0.096 0.908 -0.234  -0.7149
C: 0.939 -0.366 -0.279  -0.6909
H: -2.022 -0.785 1.324  0.5122
H: -0.161 1.326 0.726  0.2288
H: 0.276 1.671 -0.969  0.2223
H: 1.482 -0.748 0.558  0.2419
H: 1.505 -0.380 -1.218  0.2174

Atoms 1-3, force components in eV/Å:
O -0.3698 -1.3021 1.9633
P 0.7193 0.4974 -0.3612
C 0.2853 -0.2515 0.1033

## Properties
Frontier orbital gap ... 9.98 eV
Energy relative to the best compared isomer or geometry (same formula, charge and spin) ... 35.6 kJ/mol
SMILES ... OP1CC1
Strongest force on any atom ... 0.0464 hartree/bohr

=====

This record from OMol25 describes C31H41I2N6O6PReS3 as an isolated structure in a non-equilibrium geometry. The level of theory is wB97M-V/def2-TZVPD.

Last column: Mulliken charge in e.
Element x y z (Å)
Re: -0.468 0.765 -0.292  1.9274
C: 1.496 2.187 -3.961  -2.0851
C: 0.831 1.231 -3.026  0.7792
N: 0.524 1.675 -1.828  1.3072
N: 0.914 2.965 -1.541  -1.0349
C: 0.180 3.614 -0.721  0.3782
S: -1.448 2.947 -0.273  -0.6671
S: 0.672 5.143 -0.071  -0.1153
C: 2.484 4.883 0.204  -1.1463
C: 2.757 4.376 1.594  0.8574
C: 3.404 3.163 1.790  -0.2225
C: 3.653 2.711 3.078  -0.5540
C: 3.224 3.445 4.171  -0.4448
C: 2.566 4.653 3.980  -0.6356
C: 2.339 5.119 2.696  -0.3869
C: 0.489 -0.099 -3.448  1.1123
C: 1.144 -0.678 -4.551  -1.0754
C: 0.805 -1.922 -5.012  -1.0383
C: -0.224 -2.635 -4.388  -0.6737
C: -0.893 -2.096 -3.319  -0.8177
C: -0.550 -0.831 -2.810  0.7891
O: -1.238 -0.339 -1.816  -0.3603
H: 1.045 3.172 -3.863  0.3541
H: 1.406 1.861 -4.992  0.6019
H: 2.550 2.287 -3.687  0.3261
H: 2.927 5.866 0.049  0.5383
H: 2.822 4.194 -0.564  0.3672
H: 3.709 2.565 0.941  0.2323
H: 4.162 1.768 3.224  0.3957
H: 3.385 3.067 5.172  0.3796
H: 2.220 5.228 4.829  0.3998
H: 1.818 6.057 2.541  0.3482
H: 1.965 -0.143 -5.009  0.4581
H: 1.333 -2.359 -5.849  0.4370
H: -0.504 -3.614 -4.756  0.4370
H: -1.694 -2.630 -2.824  0.4776
C: 3.991 -4.934 -4.010  -1.5078
C: 3.578 -3.840 -3.066  1.1309
C: 2.863 -4.123 -1.905  -0.9421
C: 2.499 -3.112 -1.032  -0.7513
C: 2.849 -1.804 -1.323  -0.5674
C: 3.559 -1.498 -2.471  -0.0175
C: 3.918 -2.517 -3.336  -0.8485
S: 2.456 -0.528 -0.152  1.8077
O: 3.225 -0.781 1.037  -0.7443
O: 2.688 0.738 -0.801  -0.5075
N: 0.851 -0.741 0.147  -0.2075
C: 0.598 -0.937 1.555  -0.6397
C: 0.481 0.446 2.267  0.9496
O: 0.494 0.498 3.477  -0.7217
O: 0.320 1.446 1.442  -0.4988
H: 3.645 -5.906 -3.666  0.3594
H: 5.078 -4.967 -4.095  0.3418
H: 3.589 -4.754 -5.009  0.3132
H: 2.594 -5.147 -1.678  0.3203
H: 1.955 -3.330 -0.121  0.3944
H: 3.823 -0.466 -2.658  0.5878
H: 4.474 -2.283 -4.236  0.3989
H: 1.400 -1.484 2.048  0.7150
H: -0.348 -1.456 1.681  -0.4161
C: -2.878 -3.148 1.657  -0.9651
N: -2.851 -2.037 2.605  0.2049
C: -1.888 -2.210 3.695  -1.0761
P: -3.099 -0.514 1.982  -0.9861
O: -2.025 0.057 1.118  -0.2301
N: -3.243 0.428 3.331  0.5633
C: -2.860 1.834 3.266  -0.5758
C: -4.180 0.115 4.397  -1.0424
N: -4.466 -0.668 1.067  0.7063
C: -4.569 -0.089 -0.269  -0.5572
C: -5.712 -1.145 1.639  -1.1034
H: -3.367 -4.015 2.106  0.3014
H: -1.865 -3.441 1.361  0.2802
H: -3.426 -2.859 0.763  0.3606
H: -2.312 -2.843 4.479  0.3336
H: -1.620 -1.244 4.117  0.3792
H: -0.971 -2.687 3.339  0.3646
H: -2.091 1.973 2.510  -0.1687
H: -2.433 2.132 4.225  0.2973
H: -3.712 2.484 3.039  0.2701
H: -4.306 -0.964 4.478  0.3773
H: -5.158 0.582 4.238  0.2628
H: -3.775 0.488 5.339  0.3444
H: -3.576 0.065 -0.681  -0.2061
H: -5.113 0.860 -0.266  0.2398
H: -5.098 -0.782 -0.927  0.2609
H: -5.519 -1.630 2.594  0.3549
H: -6.169 -1.878 0.969  0.3542
H: -6.427 -0.330 1.789  0.2932
I: -2.305 2.759 -2.505  0.2564
I: -3.373 2.592 -5.218  -0.4886

Atoms 1-3, force components in eV/Å:
Re -0.8734 -1.1367 -0.2084
C 0.1044 -0.0087 -0.0529
C -0.1682 0.4802 0.4047

## Properties
Frontier orbital gap (spin up / spin down) ... 6.76 / 6.12 eV
Energy relative to the best compared isomer or geometry (same formula, charge and spin) ... 168.7 kJ/mol
Spin multiplicity ... 4
Strongest force on any atom ... 0.0663 hartree/bohr
⟨S²⟩ ... 3.77